Record 1
The following is a DFT calculation (ωB97M-V with the def2-TZVPD basis set) of 13 unconnected molecules or ions with the total composition C61H143N5O21 in a non-equilibrium geometry.

Properties
* charge: 0
* molar mass: 1282.83 g/mol
* ΔE to the lowest compared entry with this formula, charge and spin: 0.00 kcal/mol

Last column: Mulliken charge in e.
Geometry (Å):
C1 4.8500 1.5251 4.1069  -1.204
C2 4.8753 1.2370 2.5954  -0.357
O1 4.1593 0.0370 2.2679  -0.159
O2 3.5596 1.5634 4.6626  -0.483
H1 5.3035 2.4856 4.2579  0.478
H2 5.4400 0.8070 4.6820  0.409
H3 5.8894 1.1500 2.2295  0.192
H4 4.4024 2.0408 2.0081  0.283
H5 4.4636 -0.7231 2.8454  0.112
H6 2.9761 2.0497 4.0573  0.169
C3 3.6432 -2.6992 0.3180  2.459
C4 4.0652 -3.8307 1.2822  -1.402
O3 2.8811 -4.5142 1.6414  -0.566
O4 3.3446 -3.2910 -0.9672  0.983
H7 4.4302 -1.9793 0.1330  0.433
H8 2.7416 -2.2182 0.6757  -1.784
H9 4.5195 -3.4468 2.2201  0.164
H10 4.7843 -4.4813 0.7952  0.602
H11 2.3222 -3.8768 2.1463  0.277
H12 2.6352 -3.9909 -0.8019  -0.475
C5 1.3447 4.8696 3.2490  -1.069
C6 0.7785 3.5596 2.7099  1.084
O5 1.7438 2.5662 2.8742  0.911
O6 0.4764 5.9883 3.0231  -0.548
H13 2.2296 5.0826 2.6685  0.330
H14 1.6003 4.8191 4.2993  0.332
H15 0.4875 3.7856 1.6827  -0.372
H16 -0.1759 3.4230 3.2366  -0.003
H17 1.6653 1.8704 2.2063  -0.534
H18 0.8931 6.7345 3.4816  0.296
C7 0.5962 0.8431 6.5687  -0.784
C8 -0.5279 1.1145 5.5276  1.104
O7 -1.8821 0.9186 5.9139  -0.636
O8 0.7998 -0.5324 6.9010  -0.534
H19 0.4785 1.5229 7.3744  0.552
H20 1.5172 1.1218 6.0653  0.042
H21 -0.3204 0.4525 4.6767  -0.443
H22 -0.3014 2.1531 5.2448  0.151
H23 -2.2956 0.5983 5.1054  0.076
H24 0.0478 -0.7664 7.4485  0.346
C9 2.7897 -2.4179 4.7340  -1.744
C10 1.6845 -1.6707 4.0863  2.666
O9 1.3839 -2.2233 2.7783  -0.354
O10 4.0898 -1.9437 4.3396  -0.586
H25 2.6635 -3.4691 4.5521  0.446
H26 2.7115 -2.2880 5.8200  0.484
H27 1.9820 -0.6255 3.9301  -0.985
H28 0.8000 -1.6377 4.7082  -0.148
H29 0.5664 -1.8070 2.5008  -0.656
H30 4.1857 -1.1614 4.9018  0.287
C11 -0.3782 0.2491 0.6261  0.011
C12 1.0133 0.1661 -0.0231  -0.404
O11 1.9749 0.9026 0.8324  3.114
O12 -0.4130 -0.3825 1.8835  1.491
H31 -1.0857 -0.1271 -0.0974  0.457
H32 -0.5604 1.3343 0.6901  -0.288
H33 0.9030 0.7197 -0.9638  -0.706
H34 1.3413 -0.8402 -0.2037  -0.064
H35 2.4911 0.1895 1.2819  -1.531
H36 -1.3371 -0.2902 2.2187  -0.772
C13 1.9383 3.5929 -1.4494  1.526
C14 2.3838 4.8884 -2.2308  -1.097
O13 1.5755 5.0365 -3.4285  -0.536
O14 2.5650 3.4668 -0.2079  -0.743
H37 2.1686 2.7379 -2.1614  0.008
H38 0.8309 3.6003 -1.3658  -0.650
H39 3.4479 4.9013 -2.5089  0.408
H40 2.1370 5.7198 -1.5722  0.391
H41 1.9225 4.4055 -4.0612  0.309
H42 2.7230 2.5940 0.1146  -0.137
C15 -2.1131 -2.1854 4.2214  1.035
C16 -2.3259 -2.3600 5.7456  -0.462
O15 -2.0230 -3.6952 6.0725  -0.626
O16 -2.4558 -0.8797 3.7235  0.582
H43 -2.6579 -3.0086 3.7279  0.442
H44 -1.0477 -2.3728 4.0130  -1.120
H45 -3.3429 -2.1183 6.0068  0.441
H46 -1.6839 -1.6617 6.2683  0.053
H47 -1.1318 -3.7290 5.7028  0.338
H48 -3.3977 -1.0447 3.4340  -0.488
C17 -4.8474 5.2469 1.4346  -1.692
C18 -3.6125 4.4859 1.0026  1.589
C19 -3.8333 3.5408 -0.1365  0.709
C20 -4.0520 4.3619 -1.3774  -1.967
C21 -2.8017 5.0659 -1.7789  -0.211
C22 -2.3428 6.0304 -0.6916  1.885
N1 -2.4172 5.2852 0.5905  1.287
O17 -2.0880 6.1927 1.5775  -0.694
C23 -0.7995 6.2010 -0.9675  -1.556
C24 -3.0397 7.3843 -0.7367  -1.898
C25 -3.1555 3.6525 2.1844  -0.843
H49 -5.6856 4.5415 1.5210  0.222
H50 -5.1525 5.9475 0.6539  0.337
H51 -4.8576 5.7465 2.4011  0.413
H52 -2.9483 2.8866 -0.2515  0.089
H53 -4.6925 2.9126 0.0001  -0.699
H54 -4.8115 5.1378 -1.2797  0.817
H55 -4.4170 3.6902 -2.1972  0.217
H56 -2.9134 5.5481 -2.7420  0.835
H57 -2.0027 4.2961 -1.8887  -0.899
H58 -0.4134 7.0468 -0.3468  0.418
H59 -0.2900 5.2673 -0.8236  -0.250
H60 -0.4865 6.3197 -2.0399  0.388
H61 -2.5704 7.9353 -1.5729  0.468
H62 -4.1314 7.4355 -0.8827  0.292
H63 -2.8404 7.9064 0.1938  0.413
H64 -2.2625 3.1065 1.9080  -0.219
H65 -3.9376 2.9034 2.4040  -0.512
H66 -2.9631 4.2304 3.1081  0.640
H67 -1.1827 5.9114 1.7820  0.324
C26 0.9066 -7.2753 -2.2775  -1.801
C27 1.7825 -6.0454 -2.1199  1.943
C28 1.8896 -5.1568 -3.3940  -1.077
C29 0.5922 -4.4682 -3.7719  -0.994
C30 0.2098 -3.5566 -2.5890  0.049
C31 0.0348 -4.2949 -1.2345  2.214
N2 1.2897 -5.1549 -0.9665  0.224
O18 1.0316 -5.9467 0.1907  -0.731
C32 0.0060 -3.3216 -0.0747  -1.384
C33 -1.3202 -5.1007 -1.2840  -1.646
C34 3.1901 -6.5311 -1.7218  -1.519
H68 1.3885 -7.9651 -3.0227  0.432
H69 -0.1213 -7.1295 -2.5461  0.328
H70 0.8070 -7.8282 -1.3481  0.364
H71 2.6436 -4.3465 -3.3869  -0.082
H72 2.2698 -5.8456 -4.1500  0.605
H73 -0.1990 -5.2050 -3.9783  0.287
H74 0.8325 -3.9339 -4.6947  0.469
H75 -0.6570 -2.9456 -2.7459  -0.544
H76 1.0272 -2.8330 -2.5235  0.096
H77 -0.1373 -3.8963 0.8315  0.686
H78 0.9639 -2.7965 0.0229  -0.743
H79 -0.7975 -2.5954 -0.1977  0.066
H80 -1.3736 -5.8540 -2.0757  0.356
H81 -1.4977 -5.5704 -0.2997  0.351
H82 -2.1063 -4.3346 -1.4703  0.134
H83 4.0215 -5.8409 -1.9514  0.095
H84 3.3463 -7.4848 -2.2396  0.513
H85 3.2409 -6.7698 -0.6847  0.386
H86 1.8190 -5.9203 0.7518  0.432
C35 4.8251 0.7932 -1.4438  -2.223
C36 6.0813 0.1592 -2.0404  2.382
C37 7.2706 0.5894 -1.2321  -0.986
C38 8.5798 -0.2617 -1.4996  -0.899
C39 8.3121 -1.6919 -1.2463  -1.214
C40 7.1812 -2.2293 -2.1265  1.295
N3 6.0019 -1.3544 -1.8297  1.014
O19 4.9043 -1.8770 -2.5974  -0.727
C41 7.5857 -2.2606 -3.5918  -1.552
C42 6.8711 -3.6508 -1.6227  -1.700
C43 6.2189 0.6803 -3.4901  -1.980
H87 4.9838 1.8605 -1.3802  0.764
H88 4.7172 0.5794 -0.3796  -0.358
H89 3.9001 0.5802 -1.9831  0.499
H90 7.5228 1.6272 -1.4757  0.517
H91 7.0184 0.5227 -0.1502  -0.122
H92 9.3987 0.0907 -0.9083  0.507
H93 8.8809 -0.2139 -2.5587  0.326
H94 8.0757 -1.7421 -0.1884  0.217
H95 9.1664 -2.3372 -1.3750  0.504
H96 7.6149 -1.2389 -3.9656  0.312
H97 8.6149 -2.6214 -3.6613  0.396
H98 6.9885 -2.9421 -4.1913  0.302
H99 6.6736 -3.5893 -0.5314  0.133
H100 5.9850 -4.0148 -2.1487  0.219
H101 7.7459 -4.2969 -1.8182  0.601
H102 5.5622 0.1028 -4.1457  0.460
H103 7.1368 0.6627 -4.0699  0.380
H104 5.8988 1.7302 -3.5707  0.417
H105 4.2718 -2.2211 -1.9484  0.278
C44 -2.6718 2.6773 -4.9734  -1.689
C45 -1.7582 1.5819 -4.3801  1.812
C46 -2.4044 1.2418 -2.9702  0.620
C47 -3.5236 0.1977 -3.0017  0.175
C48 -2.9555 -0.9890 -3.7439  -1.034
C49 -2.5467 -0.6838 -5.1938  2.277
N4 -1.4543 0.3613 -5.1047  0.545
O20 -0.9368 0.6672 -6.3774  -0.586
C50 -2.0375 -1.9683 -5.7421  -2.018
C51 -3.7569 -0.2553 -6.0385  -1.997
C52 -0.4227 2.2285 -4.0359  -2.324
H106 -2.5214 3.6263 -4.4474  0.257
H107 -3.7308 2.4747 -4.9286  0.508
H108 -2.4396 2.9249 -6.0191  0.314
H109 -1.5904 0.7996 -2.3879  -0.561
H110 -2.7311 2.1874 -2.4819  -0.693
H111 -4.4433 0.5428 -3.5200  0.583
H112 -3.8389 -0.1181 -2.0135  -0.720
H113 -3.7039 -1.7809 -3.8265  0.878
H114 -2.0984 -1.3985 -3.1883  -0.935
H115 -1.2267 -2.3675 -5.1266  0.318
H116 -2.7852 -2.7579 -5.7026  0.431
H117 -1.6636 -1.9020 -6.7739  0.500
H118 -3.9315 0.8370 -6.0798  0.295
H119 -3.6226 -0.6321 -7.0359  0.457
H120 -4.6402 -0.7246 -5.6238  0.347
H121 -0.5293 3.1539 -3.4275  0.309
H122 0.1725 2.4316 -4.9034  0.584
H123 0.1906 1.5884 -3.4044  0.631
H124 -0.0746 0.1862 -6.4381  0.347
C53 -5.8944 0.6247 4.0044  -1.525
C54 -6.4623 0.1044 2.6055  0.952
C55 -6.6838 1.3390 1.7037  0.179
C56 -6.8441 1.0044 0.2096  -1.422
C57 -5.6685 0.0451 -0.2151  -1.022
C58 -5.5546 -1.1529 0.6256  2.241
N5 -5.3761 -0.7034 2.0257  1.406
O21 -5.1030 -1.8271 2.8626  -0.545
C59 -6.6603 -2.1685 0.3689  -1.791
C60 -4.2333 -1.8340 0.2394  -2.527
C61 -7.7839 -0.6485 2.9719  -1.503
H125 -5.7456 -0.2394 4.6842  0.370
H126 -6.5058 1.3809 4.4937  0.501
H127 -4.9469 1.1431 3.9108  0.041
H128 -7.4162 2.0236 2.1399  0.638
H129 -5.7535 1.8776 1.7875  -1.191
H130 -6.8114 1.8707 -0.4685  0.449
H131 -7.7685 0.4457 0.0114  0.699
H132 -4.7861 0.7045 -0.2487  -0.229
H133 -5.8772 -0.2615 -1.2320  0.796
H134 -7.6422 -1.7523 0.1664  0.355
H135 -6.4344 -2.6792 -0.5795  0.507
H136 -6.7742 -2.8717 1.1914  0.257
H137 -4.1114 -2.7443 0.8465  0.658
H138 -4.2103 -2.0603 -0.8226  0.617
H139 -3.3651 -1.2471 0.4408  0.105
H140 -8.2633 0.0268 3.6818  0.484
H141 -7.6251 -1.6064 3.4391  0.258
H142 -8.3676 -0.8403 2.0621  0.348
H143 -5.9385 -2.3227 3.0057  0.262

Atomic forces in eV per Å
C -0.20 0.13 -0.63
C -0.67 -0.57 0.26
O 0.47 -0.77 0.61
O -0.11 -0.48 0.14
H 0.66 0.68 0.03
H -0.01 -0.18 -0.17
H 0.54 0.07 0.07
H -0.01 -0.17 0.40
H -0.61 1.04 -0.75
H -0.22 0.04 -0.03
C 0.66 -1.27 -0.72
C -0.35 1.79 0.62
O -0.45 -0.49 0.52
O -0.51 -0.20 0.95
H 0.22 0.26 0.18
H 0.02 0.29 0.51
H 0.05 0.08 -0.58
H -0.19 -0.31 -0.10
H 0.31 -0.40 -0.50
H 0.33 0.42 -0.45
C 0.50 0.37 -0.66
C -0.98 1.79 0.39
O -0.05 0.21 0.57
O -0.21 -0.22 0.33
H 0.73 -0.21 -0.02
H 0.04 -0.30 0.37
H 0.30 -0.44 -0.42
H 0.14 -0.73 0.16
H -0.22 -0.14 -0.43
H -0.40 -0.22 -0.32
C -0.47 -0.55 -1.99
C 1.24 -0.33 0.09
O 0.69 0.26 0.41
O -0.54 0.55 0.41
H -0.17 0.23 1.38
H 0.11 0.20 -0.16
H 0.08 0.28 -0.09
H -0.46 -0.02 -0.24
H -0.32 -0.25 0.04
H -0.09 -0.35 0.20
C 0.13 0.39 0.94
C -0.30 0.78 -1.40
O 0.67 -0.53 1.03
O -0.20 -0.08 0.25
H 0.41 -0.60 -0.38
H -0.11 -0.01 -0.10
H 0.08 0.00 0.23
H -0.22 -0.29 0.24
H -0.36 0.37 -0.54
H 0.29 -0.04 -0.23
C 1.46 0.78 -0.63
C -0.59 1.68 1.09
O -0.47 -2.05 -0.80
O -1.20 0.26 -0.09
H -0.53 -0.52 -0.15
H -0.21 -0.12 0.35
H 0.36 -0.20 0.03
H 0.28 -0.33 -0.05
H 0.17 0.81 -0.08
H 0.80 -0.34 0.24
C 0.24 -0.80 -1.98
C -1.03 -0.69 0.35
O 0.50 -0.04 1.02
O 0.27 2.10 -0.11
H -0.10 0.53 0.86
H 0.44 0.17 0.06
H -0.24 -0.14 0.40
H 0.21 0.28 -0.22
H -0.06 -0.12 -0.23
H -0.26 -1.33 -0.14
C 0.48 -0.42 0.58
C -0.10 0.74 -1.05
O 0.43 0.22 -0.20
O -1.65 -1.18 -0.34
H -0.06 0.55 -0.09
H -0.20 0.19 -0.06
H -0.48 -0.14 0.15
H 0.15 0.23 0.23
H 0.15 -0.94 0.35
H 0.96 0.77 0.19
C -1.30 0.13 -0.77
C 1.43 0.25 1.20
C -0.16 0.33 -0.72
C -0.82 -0.82 -1.74
C 0.80 -0.79 -0.01
C 0.90 -1.08 -0.94
N -0.74 -0.36 -1.05
O 0.75 0.29 1.24
C -0.26 1.23 -0.41
C 0.14 0.51 -0.36
C -0.27 -0.38 0.88
H 0.12 -0.11 -0.13
H -0.01 0.19 0.24
H 0.74 0.15 -0.07
H -0.27 0.29 0.00
H -0.50 -0.37 0.49
H -0.39 -0.24 0.35
H 0.29 0.53 0.40
H 0.07 0.36 -0.16
H -0.32 0.42 -0.08
H 0.10 -0.84 -0.51
H 0.15 -0.47 1.11
H -0.95 0.72 0.63
H -0.32 -0.02 0.40
H 0.33 -0.57 -0.05
H 0.15 0.20 0.02
H 0.35 -0.14 0.03
H 0.24 0.27 0.06
H -0.09 -0.17 -0.54
H -0.06 0.53 0.59
C 0.52 -1.17 -0.78
C 0.18 1.45 1.18
C 0.15 -0.59 0.22
C -0.33 -0.53 0.34
C 1.20 -0.25 0.03
C 0.44 -1.34 -0.65
N -0.29 0.32 -0.89
O -0.70 -0.45 -0.59
C 0.09 0.08 -0.11
C 0.40 0.85 0.53
C 0.11 -0.13 -0.98
H -0.57 0.58 0.55
H -0.28 0.41 -0.61
H 0.47 0.03 0.27
H -0.02 -0.54 0.83
H -0.28 -0.01 -0.37
H 0.13 0.23 -0.08
H -0.55 0.31 0.11
H -0.76 0.09 -0.26
H 0.15 0.03 0.36
H -0.17 0.06 0.32
H -0.34 -0.17 -0.16
H -0.10 0.06 0.06
H 0.02 0.34 0.25
H 0.01 0.11 -0.52
H 0.30 -0.56 0.17
H -0.58 -0.13 -0.01
H 0.32 0.24 -0.04
H -0.05 -0.13 0.91
H 0.19 0.75 -0.14
C 0.15 0.08 0.51
C 0.37 -1.21 -0.39
C 1.91 -0.15 0.66
C -1.10 0.90 -1.29
C -0.40 -0.47 0.49
C -0.34 0.23 1.01
N -0.57 0.16 -0.46
O 0.45 0.79 -0.36
C 0.69 0.16 0.14
C -0.11 0.54 0.13
C -1.01 -0.07 -1.01
H -0.04 0.59 -0.57
H -0.13 -0.78 -0.02
H 0.15 -0.08 -0.01
H -0.24 0.02 0.19
H 0.24 0.04 -0.52
H 0.47 0.41 0.41
H -0.03 0.65 0.23
H -0.53 -0.53 0.29
H 0.57 -0.10 -0.23
H -0.25 -0.36 -0.42
H 0.07 -0.13 0.03
H -0.34 0.31 -0.06
H 0.07 -0.26 -0.62
H 0.15 -0.22 0.19
H -0.43 0.18 0.12
H -0.38 0.05 0.17
H 0.72 -0.22 0.78
H -0.10 -0.26 0.33
H -0.01 -0.27 -0.05
C 0.40 0.46 -1.09
C -0.61 1.00 1.86
C 0.04 -0.02 -0.27
C 0.05 0.32 -0.83
C -0.37 -0.30 -0.16
C 0.04 1.48 0.64
N -0.74 -1.61 0.48
O 0.74 -0.31 -0.68
C 1.39 -1.03 -0.53
C 0.03 0.71 0.32
C 0.28 0.60 1.03
H 0.09 -0.28 0.21
H -0.33 -0.30 0.13
H 0.06 -0.32 0.11
H -0.04 0.10 0.26
H 0.38 -0.56 -0.39
H 0.46 0.08 0.21
H 0.18 0.20 0.18
H -0.01 -0.14 0.17
H -0.10 0.13 -0.20
H 0.19 0.18 0.00
H -0.38 0.17 -0.16
H -0.20 0.10 0.23
H 0.18 -0.74 0.02
H -0.05 0.05 -0.58
H -0.37 -0.10 0.00
H -0.15 -0.38 -0.66
H 0.17 0.36 -0.65
H -0.06 -0.47 -0.01
H -1.08 0.59 0.28
C -0.03 -0.66 -0.46
C 0.11 0.59 2.03
C 0.46 -0.31 -0.38
C 0.28 -1.18 0.01
C -1.55 2.84 -0.55
C 1.57 -0.90 0.69
N -0.46 -0.16 -0.10
O -0.38 -0.05 0.01
C -0.48 0.00 -0.64
C -0.28 -1.08 0.50
C 0.64 0.85 -1.26
H -0.17 0.59 -0.29
H -0.60 -0.26 -0.11
H 0.45 -0.19 -0.42
H -0.33 -0.36 -0.19
H 0.50 0.36 0.00
H -0.18 -0.07 0.49
H -0.10 0.40 0.11
H 0.13 -0.70 0.26
H 0.08 -0.13 -0.36
H -0.15 0.40 0.30
H 0.13 -0.25 0.52
H 0.14 -0.28 -0.18
H -0.03 0.05 -0.51
H -0.15 -0.27 -0.12
H 0.52 0.87 0.28
H -0.48 -0.35 -0.20
H 0.12 -0.29 0.43
H -0.21 0.26 0.43
H 0.52 0.30 -0.10

Record 2
The following is a DFT calculation (ωB97M-V with the def2-TZVPD basis set) of a molecular structure, C4H2CuO in a non-equilibrium geometry.

Properties
* multiplicity: 3
* charge: +1
* molar mass: 129.60 g/mol
* ΔE to the lowest compared entry with this formula, charge and spin: 27.65 kcal/mol

Last column: Mulliken charge in e.
Geometry (Å):
C1 0.1957 0.8003 1.0525  -0.219
C2 1.0825 0.0548 1.4728  -0.060
H1 2.0007 -0.3755 1.8385  0.386
O1 0.5608 0.7714 -2.0526  -0.244
C3 -0.3363 0.3741 -1.3644  0.426
C4 -0.5731 0.0771 -0.0075  -0.393
H2 -1.6375 -0.0396 0.2608  0.578
Cu1 -1.2928 -1.6627 -1.2002  0.527

Atomic forces in eV per Å
C -0.21 -2.80 -1.46
C 1.06 1.28 0.99
H -0.30 -0.23 0.01
O -1.73 -0.49 1.38
C 1.83 -0.51 -2.46
C -1.09 2.94 1.83
H 0.27 -0.42 0.09
Cu 0.16 0.22 -0.38